# 1
147
Properties=species:S:1:pos:R:3:lowdin_charge:R:1 method="wB97M-V/def2-TZVPD" homo_energy_ev=-10.83 homo_lumo_gap_ev=5.326 largest_force_ev_per_a=2.44 charge=+1
O 6.074 -1.418 2.572 0.121
C 4.917 -1.352 2.276 -0.328
O 4.423 -1.422 0.996 -0.067
C 3.526 -0.350 0.684 -0.162
C 2.045 -0.797 0.579 -0.151
C 1.674 -1.525 1.883 -0.147
C 0.201 -2.032 1.934 -0.049
N -0.656 -1.382 0.903 -0.025
N -0.916 -2.130 -0.131 0.205
C -1.682 -1.601 -1.041 -0.017
C -2.213 -0.307 -0.970 -0.120
S -3.280 0.249 -2.286 0.655
O -3.038 1.589 -2.662 -0.200
O -3.193 -0.704 -3.331 -0.231
F -4.725 0.128 -1.706 -0.094
C -1.899 0.469 0.147 -0.051
C -2.466 1.862 0.302 -0.091
C -3.284 2.055 1.629 -0.092
C -4.782 2.166 1.390 -0.231
C -5.372 2.858 0.342 -0.058
C -6.736 2.882 0.175 -0.083
C -7.567 2.210 1.112 -0.078
C -6.984 1.540 2.168 -0.065
C -5.607 1.512 2.281 -0.049
C -1.053 -0.141 1.122 0.000
C -0.641 0.662 2.400 -0.168
O -1.098 0.297 3.448 0.210
C 0.362 1.848 2.248 -0.320
F 1.606 1.451 2.547 0.156
F 0.400 2.174 0.929 0.123
C -0.012 3.152 3.044 -0.332
F -0.219 4.134 2.141 0.162
F -1.144 3.047 3.750 0.168
C 1.112 3.682 3.993 -0.346
F 1.475 2.775 4.927 0.133
F 0.569 4.719 4.654 0.149
C 2.347 4.293 3.237 -0.349
O 2.293 5.432 2.866 0.184
O 3.447 3.521 2.971 0.117
H 4.162 -1.277 3.091 0.135
H 3.649 0.442 1.439 0.118
H 3.876 0.085 -0.260 0.136
H 1.978 -1.509 -0.254 0.108
H 1.444 0.097 0.377 0.093
H 1.877 -0.958 2.800 0.096
H 2.315 -2.412 1.937 0.124
H -0.255 -1.970 2.927 0.131
H 0.227 -3.103 1.711 0.140
H -1.951 -2.190 -1.919 0.145
H -3.184 2.006 -0.509 0.063
H -1.714 2.643 0.143 0.139
H -3.137 1.169 2.257 0.101
H -2.937 2.960 2.140 0.121
H -4.710 3.354 -0.371 0.122
H -7.144 3.412 -0.683 0.115
H -8.641 2.238 0.960 0.106
H -7.657 1.059 2.872 0.115
H -5.176 0.962 3.119 0.117
H 3.920 3.377 3.807 0.140
N 4.377 10.164 1.450 0.053
C 5.598 10.107 1.981 -0.155
C 6.085 9.012 2.678 -0.075
C 5.255 7.914 2.837 -0.082
C 3.981 7.952 2.294 -0.072
C 3.596 9.097 1.612 -0.153
H 6.211 10.990 1.834 0.103
H 7.087 9.020 3.086 0.101
H 5.598 7.039 3.376 0.101
H 3.301 7.115 2.397 0.061
H 2.609 9.173 1.167 0.102
N 5.129 -4.481 -1.518 0.052
C 5.342 -4.762 -2.804 -0.167
C 6.329 -4.162 -3.571 -0.078
C 7.140 -3.212 -2.970 -0.081
C 6.934 -2.903 -1.635 -0.064
C 5.921 -3.565 -0.958 -0.155
H 4.683 -5.509 -3.233 0.102
H 6.459 -4.432 -4.610 0.102
H 7.922 -2.719 -3.534 0.106
H 7.544 -2.167 -1.129 0.106
H 5.725 -3.360 0.087 0.087
N 1.544 -0.969 -2.771 0.039
C 2.590 -1.460 -3.442 -0.146
C 3.238 -0.780 -4.461 -0.058
C 2.776 0.479 -4.808 -0.056
C 1.691 1.008 -4.126 -0.058
C 1.118 0.248 -3.121 -0.176
H 2.915 -2.450 -3.138 0.108
H 4.082 -1.226 -4.968 0.111
H 3.254 1.042 -5.600 0.115
H 1.300 1.987 -4.367 0.110
H 0.268 0.625 -2.558 0.090
N 2.740 -2.590 5.375 0.050
C 1.789 -1.897 6.008 -0.167
C 0.772 -2.476 6.749 -0.072
C 0.732 -3.858 6.839 -0.073
C 1.707 -4.599 6.191 -0.064
C 2.684 -3.920 5.479 -0.149
H 1.858 -0.817 5.909 0.098
H 0.031 -1.861 7.242 0.104
H -0.047 -4.351 7.407 0.110
H 1.712 -5.679 6.238 0.107
H 3.470 -4.459 4.962 0.107
N 0.150 -3.204 -7.738 0.070
C -1.165 -3.413 -7.804 -0.163
C -2.066 -2.980 -6.843 -0.055
C -1.572 -2.294 -5.746 -0.071
C -0.208 -2.067 -5.657 -0.060
C 0.604 -2.540 -6.676 -0.145
H -1.502 -3.955 -8.678 0.080
H -3.124 -3.178 -6.951 0.106
H -2.240 -1.940 -4.971 0.071
H 0.218 -1.536 -4.817 0.065
H 1.678 -2.383 -6.651 0.098
N 3.422 3.028 8.727 0.056
C 2.678 3.397 7.684 -0.166
C 1.729 4.406 7.736 -0.071
C 1.539 5.066 8.941 -0.072
C 2.301 4.696 10.035 -0.065
C 3.226 3.675 9.874 -0.148
H 2.864 2.847 6.770 0.081
H 1.154 4.668 6.863 0.077
H 0.807 5.860 9.023 0.109
H 2.182 5.186 10.991 0.105
H 3.847 3.352 10.702 0.106
N -1.301 -7.989 -8.221 0.056
C -1.931 -8.996 -8.824 -0.155
C -2.851 -8.828 -9.848 -0.073
C -3.135 -7.541 -10.269 -0.081
C -2.492 -6.478 -9.655 -0.076
C -1.587 -6.756 -8.642 -0.154
H -1.680 -9.986 -8.459 0.103
H -3.331 -9.684 -10.302 0.102
H -3.848 -7.366 -11.065 0.106
H -2.688 -5.458 -9.956 0.092
H -1.056 -5.961 -8.134 0.078
N -9.276 0.105 -0.764 0.064
C -10.091 -0.867 -1.178 -0.144
C -10.012 -1.454 -2.431 -0.067
C -9.033 -1.007 -3.304 -0.076
C -8.178 0.002 -2.891 -0.068
C -8.345 0.521 -1.615 -0.154
H -10.841 -1.183 -0.462 0.106
H -10.698 -2.241 -2.714 0.104
H -8.937 -1.440 -4.292 0.108
H -7.400 0.378 -3.542 0.100
H -7.708 1.297 -1.229 0.058

---

# 2
79
Properties=species:S:1:pos:R:3:mulliken_spin:R:1 method="wB97M-V/def2-TZVPD" homo_energy_ev="-11.44 / -11.44" spin_multiplicity=2 homo_lumo_gap_ev="7.695 / 3.419" largest_force_ev_per_a=4.30 charge=+1
N 3.532 0.431 5.356 -0.018
C 3.312 0.716 4.047 0.242
C 2.476 1.769 3.664 0.108
C 1.949 2.643 4.619 -0.015
C 2.236 2.405 5.930 0.198
C 2.926 1.218 6.287 0.268
H 3.708 0.065 3.281 0.045
H 2.272 1.959 2.621 0.147
H 1.294 3.426 4.268 0.002
H 1.844 3.070 6.685 0.002
H 3.073 0.921 7.315 0.008
N -2.568 -2.439 1.175 0.000
C -2.775 -3.303 0.130 0.000
C -4.012 -3.348 -0.488 0.000
C -5.067 -2.602 0.104 0.000
C -4.877 -1.817 1.247 0.000
C -3.607 -1.713 1.741 0.000
H -1.912 -3.859 -0.204 0.000
H -4.260 -3.955 -1.346 0.000
H -6.071 -2.670 -0.287 0.000
H -5.713 -1.352 1.749 0.000
H -3.396 -1.088 2.596 0.000
C -0.379 -0.070 -0.856 0.001
N 0.630 0.096 0.227 0.001
O 1.166 1.169 0.363 0.003
O 0.830 -0.878 0.915 0.000
H -1.350 -0.209 -0.380 0.000
H -0.113 -0.908 -1.500 0.000
H -0.439 0.794 -1.519 0.000
C -3.320 -0.009 -3.023 0.000
N -2.421 -0.031 -4.254 0.000
O -2.876 0.466 -5.347 0.000
O -1.295 -0.519 -4.129 0.000
H -3.613 1.020 -2.818 0.000
H -2.845 -0.403 -2.125 0.000
H -4.115 -0.650 -3.404 0.000
C 1.558 -4.911 -2.836 0.000
N 0.681 -4.418 -1.790 0.000
O 0.470 -3.217 -1.730 0.000
O 0.085 -5.247 -1.104 0.000
H 0.991 -5.174 -3.729 0.000
H 2.157 -5.746 -2.473 0.000
H 2.306 -4.173 -3.126 0.000
C 4.320 2.024 -3.285 0.000
N 3.381 1.008 -2.781 0.000
O 3.892 -0.093 -2.517 0.000
O 2.176 1.281 -2.607 0.000
H 4.853 1.673 -4.169 0.000
H 5.055 2.128 -2.486 0.000
H 3.818 2.982 -3.420 0.000
C -0.022 4.514 -0.134 0.000
N 0.613 4.301 1.239 0.000
O -0.051 4.539 2.307 0.000
O 1.798 4.041 1.317 0.001
H -0.527 3.556 -0.256 0.000
H 0.838 4.622 -0.796 0.000
H -0.734 5.324 0.022 0.000
C 3.780 -1.767 0.109 0.000
N 3.205 -2.628 1.189 0.000
O 2.479 -3.548 0.902 0.001
O 3.445 -2.261 2.349 0.000
H 4.706 -2.175 -0.297 0.000
H 4.019 -0.807 0.566 0.000
H 2.989 -1.680 -0.636 0.000
C -0.197 -2.140 3.524 0.000
Cl -1.298 -3.514 3.956 0.000
Cl -0.037 -1.105 4.882 0.006
H 0.792 -2.528 3.283 0.000
H -0.637 -1.563 2.710 -0.001
C -0.216 3.517 -4.466 0.000
Cl -0.810 4.951 -5.389 0.000
Cl -1.365 3.148 -3.083 0.000
H -0.252 2.686 -5.170 0.000
H 0.770 3.788 -4.089 0.000
C -4.752 1.695 0.387 0.000
Cl -5.683 0.825 -0.798 0.000
Cl -3.016 1.854 -0.132 0.000
H -5.058 2.724 0.576 0.000
H -4.748 1.172 1.343 0.000

---

# 3
36
Properties=species:S:1:pos:R:3:nbo_charge:R:1 method="wB97M-V/def2-TZVPD" homo_energy_ev=-7.73 homo_lumo_gap_ev=7.862 largest_force_ev_per_a=2.85 e_above_lowest_ev=1.063 charge=0
O 2.799 0.038 -4.168 -0.724
C 1.451 0.474 -4.317 -0.101
C 0.902 0.777 -2.963 -0.023
C -0.149 0.114 -2.384 -0.166
C -0.518 0.662 -1.038 -0.096
N -0.470 -0.426 0.007 -0.356
C -0.411 -1.791 -0.237 0.173
N -0.666 -2.538 0.787 -0.466
C -0.867 -1.653 1.826 0.008
C -0.780 -0.373 1.349 0.293
N -0.942 0.820 2.037 -0.636
C -0.955 0.959 3.445 0.276
N -1.330 0.115 4.353 -0.458
C -2.072 -1.077 3.918 -0.262
C -1.137 -2.060 3.227 0.070
O -1.668 -3.391 3.189 -0.729
C 0.390 1.868 -0.880 0.079
O 1.034 1.817 0.389 -0.735
C 1.410 1.877 -2.053 0.049
O 2.736 1.563 -1.589 -0.752
H 2.792 -0.819 -3.726 0.478
H 1.385 1.341 -4.960 0.200
H 0.903 -0.370 -4.781 0.180
H -0.577 -0.739 -2.905 0.222
H -1.556 1.079 -1.078 0.220
H -0.221 -2.201 -1.245 0.192
H -0.444 1.599 1.604 0.425
H -0.548 1.881 3.788 0.176
H -2.509 -1.538 4.791 0.215
H -2.931 -0.810 3.237 0.189
H -0.199 -2.107 3.766 0.175
H -1.387 -3.789 2.317 0.493
H -0.199 2.805 -0.978 0.188
H 1.981 1.647 0.202 0.516
H 1.439 2.856 -2.563 0.181
H 3.313 1.394 -2.369 0.509